1.
The molecule C3H3N3O2 in a non-equilibrium geometry, computed with ωB97M-V/def2-TZVPD.

Each line ends with the Löwdin charge.
Positions of all 11 atoms, in Å:
O 2.295 -0.970 -0.122  0.09
O -1.259 1.131 -0.159  -0.03
N -2.179 -1.209 0.061  0.10
N -0.091 1.763 -0.080  0.04
N 0.021 -1.078 0.006  0.16
C 0.981 1.103 0.274  -0.05
C -1.182 -0.418 0.037  -0.41
C 1.156 -0.353 0.004  -0.36
H -3.316 -0.933 0.148  0.15
H 1.853 1.692 0.281  0.09
H 3.187 -0.374 0.033  0.23

Frontier orbital gap: 8.9505 eV
Largest force on an atom: 5.51 eV Å⁻¹
SMILES: [H]/N=c1/nc(O)cno1
LUMO level: -0.33 eV
Energy above the lowest of the compared OMol25 structures with the same formula, charge and spin: 124.6 kcal/mol
HOMO level: -9.281 eV


2.
A 2-piece molecular cluster, C4H4ClF overall in a non-equilibrium geometry, computed with ωB97M-V/def2-TZVPD.

Each line ends with the Löwdin charge.
Positions of all 10 atoms, in Å:
Cl -3.127 2.262 0.725  0.50
F 0.818 -1.026 -1.994  0.11
C 2.069 -1.118 0.081  -0.01
C -1.656 1.414 0.103  -0.63
C 1.146 -0.901 -0.765  -0.19
C -1.428 0.245 0.514  0.00
H -2.048 -0.515 0.855  0.02
H 1.987 -0.911 1.077  0.02
H 3.080 -1.518 -0.261  0.10
H -0.841 2.069 -0.335  0.08

Frontier orbital gap (alpha / beta): 8.1801 / 9.4579 eV
Largest force on an atom: 4.63 eV Å⁻¹
LUMO level (alpha / beta): -0.81 / -0.04 eV
Energy above the lowest of the compared OMol25 structures with the same formula, charge and spin: 128.8 kcal/mol
HOMO level (alpha / beta): -8.992 / -9.496 eV


3.
An isolated ion of composition C11H14I2NO and charge +1 in a non-equilibrium geometry, computed with ωB97M-V/def2-TZVPD.

Each line ends with the Löwdin charge.
Positions of all 29 atoms, in Å:
I -4.733 -1.007 -0.720  0.97
I -0.040 -2.785 0.224  0.93
O 0.972 1.911 -1.007  0.01
N -0.577 2.319 0.711  0.19
C -2.119 -2.536 -0.294  -0.73
C -2.839 -3.833 -0.622  -0.17
C -2.660 -1.311 -0.274  -0.70
C -0.123 1.565 -0.295  -0.28
C 2.004 0.896 -0.728  -0.17
C -1.669 1.950 1.435  -0.01
C 4.140 0.690 0.588  -0.09
C -0.791 0.382 -0.634  0.02
C -1.920 -0.056 0.083  -0.27
C -2.354 0.791 1.167  0.00
C 3.407 1.525 -0.531  -0.20
H 3.250 2.570 -0.203  0.11
H -2.709 -4.520 0.238  0.09
H 1.773 0.337 0.203  0.11
H -3.896 -3.711 -0.891  0.03
H -0.071 3.183 0.903  0.20
H -2.312 -4.330 -1.462  0.09
H 4.052 1.468 -1.422  0.11
H -0.445 -0.249 -1.461  0.13
H -3.220 0.529 1.784  0.13
H 3.919 -0.372 0.376  0.08
H 5.223 0.884 0.570  0.08
H -1.980 2.629 2.238  0.15
H 2.043 0.129 -1.528  0.14
H 3.675 0.955 1.554  0.08

Frontier orbital gap: 7.7236 eV
Charge: +1
Largest force on an atom: 1.94 eV Å⁻¹
SMILES: CCCOc1cc(/C(I)=C(/C)I)cc[nH+]1
LUMO level: -4.39 eV
Energy above the lowest of the compared OMol25 structures with the same formula, charge and spin: 0.0 kcal/mol
HOMO level: -12.114 eV


4.
C29H43N11O4Pb as an isolated structure, computed with ωB97M-V/def2-TZVPD.

Each line ends with the Löwdin charge.
Positions of all 88 atoms, in Å:
Pb 1.547 -0.821 -0.964  1.58
O 3.750 -0.208 -2.122  -0.12
O 5.568 -1.275 -2.542  0.10
O -1.292 0.575 0.074  -0.24
O 0.297 -1.547 -2.960  -0.15
N -0.789 -1.534 -4.936  0.09
N 1.064 1.475 -1.481  0.06
N 5.721 -3.681 -1.574  0.23
N 3.821 -4.279 -0.458  -0.01
N -0.266 -1.098 6.658  0.17
N 0.820 -1.135 1.594  -0.09
N -1.578 -2.662 5.760  0.19
N 4.476 -1.211 -2.015  -0.43
N -0.119 3.388 -2.468  -0.05
N 2.536 -4.031 0.036  0.05
N 3.871 -2.177 -1.301  0.03
C 1.303 -0.423 2.615  -0.14
C -1.047 -1.312 9.066  -0.01
C -1.622 -0.328 -4.723  -0.14
C -0.654 -1.772 5.532  -0.29
C -0.611 -2.280 3.127  0.00
C -1.013 -1.609 7.702  -0.18
C 4.513 -3.346 -1.137  -0.37
C -1.601 3.474 -2.405  -0.12
C -3.041 0.066 1.606  -0.13
C 1.452 -0.131 -5.857  -0.15
C -1.299 1.643 1.026  -0.20
C 0.503 2.378 -1.947  -0.24
C -0.110 -1.531 4.193  -0.12
C -2.003 4.850 -1.901  -0.17
C -0.122 -2.049 1.863  -0.16
C -2.723 -3.312 7.907  -0.01
C -1.351 5.948 -2.743  -0.18
C -2.106 1.133 2.215  -0.13
C -0.964 0.839 -5.466  -0.16
C 0.560 0.977 -5.243  -0.17
C -2.581 -0.052 0.149  -0.18
C -2.766 -3.029 9.251  -0.07
C -1.937 -2.040 9.823  -0.07
C 0.170 5.804 -2.738  -0.17
C 0.349 -1.561 -4.197  -0.47
C 0.590 4.434 -3.244  -0.12
C 1.632 -1.383 -4.962  -0.08
C -1.825 -2.583 7.120  -0.22
C 0.875 -0.589 3.919  0.00
H -1.635 6.930 -2.367  0.12
H -1.699 4.955 -0.856  0.12
H 2.068 0.312 2.384  0.12
H -1.982 3.315 -3.417  0.12
H -2.658 1.940 2.694  0.12
H -3.275 0.459 -0.526  0.12
H 0.428 -0.376 6.730  0.15
H 1.873 -2.269 -5.553  0.13
H 6.112 -4.588 -1.382  0.14
H 0.552 5.940 -1.723  0.12
H -1.956 2.666 -1.769  0.11
H -3.356 -4.069 7.462  0.12
H -0.263 1.882 1.264  0.11
H 0.867 1.927 -5.684  0.11
H 4.271 -5.159 -0.256  0.16
H -3.091 4.925 -1.937  0.12
H -1.374 -3.023 3.314  0.12
H -0.414 -0.554 9.509  0.11
H 1.313 0.024 4.696  0.12
H -1.448 0.692 2.963  0.09
H 2.442 0.277 -6.059  0.12
H 0.636 6.564 -3.366  0.12
H -1.722 5.883 -3.772  0.12
H 2.579 -3.885 1.038  0.10
H -1.665 -0.150 -3.650  0.11
H -2.943 -0.883 2.131  0.10
H 6.290 -2.969 -2.009  0.11
H -2.005 -1.850 10.886  0.11
H -4.086 0.363 1.659  0.12
H 1.660 4.269 -3.147  0.13
H -0.604 -1.669 -5.922  0.14
H 2.436 -1.229 -4.243  0.10
H 0.314 4.308 -4.294  0.13
H 0.774 1.058 -4.170  0.09
H -1.768 2.533 0.588  0.11
H -1.460 1.770 -5.176  0.10
H -2.634 -0.515 -5.074  0.12
H -0.503 -2.617 1.018  0.11
H -1.146 0.723 -6.540  0.12
H -2.469 -1.080 -0.194  0.12
H 1.951 -4.832 -0.164  0.11
H -3.449 -3.572 9.891  0.11
H 1.044 -0.420 -6.828  0.12

Frontier orbital gap: 6.7610 eV
Charge: +2
Largest force on an atom: 0.75 eV Å⁻¹
LUMO level: -5.32 eV
Energy above the lowest of the compared OMol25 structures with the same formula, charge and spin: 26.3 kcal/mol
HOMO level: -12.076 eV


5.
The molecule C14H16N2O3 in a non-equilibrium geometry, computed with ωB97M-V/def2-TZVPD.

Each line ends with the Löwdin charge.
Positions of all 35 atoms, in Å:
O 0.911 2.339 -1.020  0.06
O -3.010 -2.280 2.401  0.08
O 0.635 -4.130 0.445  0.05
N -1.778 -0.677 1.448  0.07
N -0.854 -0.294 0.556  0.09
C 1.932 0.845 -2.312  -0.02
C -1.586 -4.178 0.445  0.00
C -0.456 -4.822 0.063  -0.11
C -1.450 2.076 0.863  -0.17
C -1.155 -2.982 1.092  -0.11
C 2.594 3.358 -2.452  -0.01
C 0.218 -3.013 1.067  -0.26
C 1.852 2.166 -1.968  -0.32
C -1.261 3.457 0.250  -0.10
C -0.661 0.939 0.251  -0.20
C 0.374 1.128 -0.741  -0.21
C 0.982 0.170 -1.521  0.00
C -2.056 -1.996 1.704  -0.41
C 1.251 -2.107 1.634  0.01
H 3.131 3.832 -1.631  0.08
H -0.255 3.828 0.418  0.07
H 1.905 4.092 -2.868  0.08
H 0.967 -1.792 2.636  0.09
H -2.512 1.810 0.785  0.11
H -1.964 4.151 0.708  0.08
H 3.305 3.063 -3.218  0.08
H -1.204 2.120 1.931  0.12
H 0.752 -0.875 -1.520  0.11
H -2.601 -4.480 0.293  0.11
H 2.588 0.413 -3.040  0.11
H -0.294 -5.744 -0.458  0.12
H -1.450 3.435 -0.820  0.08
H -2.408 -0.007 1.891  0.15
H 1.356 -1.217 1.015  0.06
H 2.202 -2.631 1.674  0.09

Frontier orbital gap: 8.4645 eV
Largest force on an atom: 1.63 eV Å⁻¹
SMILES: CC/C(=N\NC(=O)c1ccoc1C)c1ccc(C)o1
LUMO level: 0.65 eV
Energy above the lowest of the compared OMol25 structures with the same formula, charge and spin: 57.9 kcal/mol
HOMO level: -7.810 eV


6.
A 12-piece molecular cluster, C21H66O12 overall in a non-equilibrium geometry, computed with ωB97M-V/def2-TZVPD.

Each line ends with the Löwdin charge.
Positions of all 99 atoms, in Å:
O -0.696 6.590 -21.083  -0.07
O -1.742 1.966 -22.764  -0.05
O -4.504 9.406 -21.040  -0.08
O 0.474 9.608 -21.596  -0.05
O 2.202 2.691 -21.831  -0.08
O -1.146 10.206 -17.512  -0.09
O -2.543 4.878 -22.316  -0.02
O 0.237 9.771 -13.496  0.26
O 1.356 0.493 -20.363  -0.07
O 4.647 6.222 -18.189  -0.05
O -3.639 1.918 -16.072  -0.04
O 1.378 6.177 -22.975  -0.05
C -1.609 2.595 -16.934  -0.04
C -2.681 3.674 -14.882  -0.09
C 1.526 0.502 -18.001  -0.05
C -2.543 12.130 -17.217  -0.02
C 3.759 4.530 -21.481  -0.06
C -1.419 8.162 -13.081  0.08
C 0.541 7.662 -14.675  0.02
C -6.236 7.902 -21.359  -0.05
C 0.132 8.411 -13.394  -0.34
C 0.554 0.369 -19.148  -0.45
C -4.188 7.157 -19.971  -0.06
C -0.079 6.932 -18.745  -0.03
C 3.614 2.996 -21.616  -0.41
C 0.179 4.641 -19.972  -0.01
C -2.469 10.610 -17.669  -0.46
C -3.249 9.707 -16.664  -0.05
C -0.631 5.986 -19.828  -0.47
C -5.118 8.312 -20.301  -0.44
C -2.404 2.462 -15.628  -0.50
C -0.319 -0.852 -19.088  -0.06
C 4.020 2.417 -20.258  -0.07
H 4.748 6.657 -17.343  0.02
H -0.315 6.661 -17.716  0.06
H -2.128 12.151 -16.209  0.07
H 1.676 5.585 -22.284  -0.03
H -3.208 4.369 -15.535  0.08
H -3.474 7.584 -19.267  0.05
H -1.465 2.567 -23.455  0.03
H -0.543 7.886 -18.996  0.06
H -5.715 7.480 -22.218  0.07
H 1.615 7.486 -14.742  0.11
H -1.136 -0.972 -18.376  0.08
H 3.859 6.612 -18.567  0.01
H -0.591 3.899 -20.181  0.07
H -2.136 3.305 -17.571  0.08
H 0.952 4.637 -20.741  0.05
H -1.801 9.102 -12.684  0.10
H -1.631 5.778 -19.448  0.11
H -1.831 4.162 -14.404  0.08
H 0.192 8.742 -21.303  -0.01
H -0.613 3.015 -16.790  0.07
H -2.675 10.257 -18.680  0.13
H -4.623 6.250 -19.551  0.09
H 2.442 1.058 -18.200  0.06
H -1.975 1.755 -14.918  0.14
H -3.504 12.614 -17.390  0.08
H 3.454 2.629 -19.350  0.07
H -3.509 7.005 -20.810  0.06
H 4.821 4.777 -21.474  0.09
H 1.945 -0.252 -20.508  0.10
H -4.333 2.580 -16.019  0.08
H 0.273 -1.748 -18.902  0.08
H -1.319 6.006 -21.522  0.04
H -3.393 3.567 -14.064  0.09
H -0.157 1.195 -19.189  0.11
H 0.051 6.689 -14.694  0.10
H -0.182 10.005 -14.328  0.15
H -6.667 8.855 -21.665  0.08
H 4.233 2.589 -22.416  0.14
H 3.376 4.957 -22.408  0.07
H -0.283 9.961 -22.064  0.03
H -3.351 4.372 -22.224  0.07
H 1.003 6.950 -18.880  0.08
H 0.265 8.127 -15.621  0.09
H -2.460 5.027 -23.257  0.07
H -1.802 12.619 -17.850  0.07
H -4.325 9.875 -16.709  0.08
H -0.703 10.411 -18.339  0.09
H -1.028 1.987 -22.127  0.02
H 3.323 4.935 -20.568  0.07
H 5.028 2.793 -20.086  0.08
H -4.356 9.133 -21.948  0.08
H -3.127 8.645 -16.877  0.06
H 0.543 6.519 -22.654  0.00
H 1.128 0.857 -17.050  0.07
H -5.615 8.744 -19.433  0.13
H -1.446 7.331 -12.375  0.12
H 1.902 2.175 -21.080  0.02
H -1.473 1.689 -17.524  0.06
H 0.573 4.309 -19.012  0.07
H 1.948 -0.479 -17.784  0.08
H -0.950 -0.974 -19.968  0.09
H -2.838 9.794 -15.658  0.05
H -6.895 7.151 -20.924  0.08
H -1.996 7.856 -13.954  0.10
H 4.215 1.355 -20.410  0.08
H 0.720 8.060 -12.547  0.17

Spin multiplicity: 2
Frontier orbital gap (alpha / beta): 8.3477 / 1.7610 eV
Charge: +1
Largest force on an atom: 3.71 eV Å⁻¹
Expectation value of S²: 0.75
LUMO level (alpha / beta): -3.00 / -9.59 eV
Energy above the lowest of the compared OMol25 structures with the same formula, charge and spin: 0.0 kcal/mol
HOMO level (alpha / beta): -11.351 / -11.351 eV


Calculated total energy (eV), listed in the same order as above: -11720.5518; -19445.8719; -31365.6092; -60585.0457; -23898.8172; -47404.9910